A cluster of 5 separate species, C39H65BrClF16N4O10PS in total. Source: the Open Molecules 2025 dataset; level of theory: ωB97M-V with the def2-TZVPD basis set.

Each line ends with the Mulliken charge.
Cartesian coordinates (Å):
C (0.1870, -3.3441, -1.7399)  0.4568
C (0.0749, -0.6262, -5.1276)  -1.2982
H (4.1395, 2.1903, 8.0523)  0.2760
C (-3.5393, -6.2623, -2.5928)  -1.2188
H (-4.4722, -6.3672, -3.1505)  0.4216
H (0.6973, 2.9645, -1.6580)  0.3580
C (0.0983, -2.9486, -6.1425)  0.4883
H (-1.6827, -1.8554, -2.6154)  1.1208
H (-2.2832, 2.0150, -2.8066)  1.3239
F (-1.1293, -1.5646, 5.3446)  -0.2463
F (1.7941, -0.7601, 1.5600)  -0.1831
H (6.0857, 8.6091, 4.3221)  0.2274
H (0.3715, -7.0065, -4.2334)  0.6803
C (6.0971, 4.8262, 8.1506)  -1.1737
F (-0.7673, 0.5628, 3.4699)  -0.3385
C (0.4184, 1.1228, 1.0611)  0.4448
H (-8.4753, -0.8833, -8.4814)  0.3533
H (2.9653, 1.4581, 6.9445)  0.4957
H (6.0833, 5.9110, 8.2653)  0.3863
H (0.9587, -0.0387, -4.8706)  0.4787
C (-9.8186, -0.8264, -6.1775)  0.9269
H (6.8317, 7.7039, 2.1001)  0.2770
C (-2.3068, -6.4031, -3.4857)  -0.1710
P (-4.7808, 1.8759, -3.0806)  0.0422
O (-2.1892, -0.9579, -4.6736)  -0.4196
C (-1.0175, -1.1451, -2.1146)  -1.5619
F (1.1197, -2.7799, -7.0034)  -0.3433
C (-0.1842, -1.7046, 3.1726)  0.4581
H (-4.9426, 3.1950, -1.3631)  0.3205
H (7.5670, 5.2942, 5.0117)  0.3582
H (0.7045, -5.9582, -0.7091)  0.3130
H (2.2990, 3.8286, 3.9924)  0.2614
F (-2.4914, -1.5849, 3.6754)  -0.2196
C (1.5686, -6.0872, -2.7099)  -0.8966
C (-10.6291, -1.3933, -7.3228)  -1.3528
H (-3.5287, -7.0130, -1.7931)  0.3440
H (6.7211, 4.4965, 11.7745)  0.2769
N (7.7334, 4.4467, 9.9308)  -0.1384
C (1.4566, -3.9932, -1.1815)  -0.7495
H (0.9305, 2.9214, 4.6528)  0.2693
F (-0.0164, 2.2469, 1.6548)  -0.3065
O (7.3552, 8.1133, 6.2831)  -0.6501
O (-4.3190, 0.0465, -5.3136)  -0.7059
H (2.0484, -7.0719, -2.6690)  0.3775
C (-1.3473, -2.0698, 4.1350)  0.4869
N (-8.5479, -0.4305, -6.4482)  0.0147
H (-6.9430, -1.0935, -7.6313)  0.2516
H (-1.0862, -5.8303, -1.8213)  0.0547
O (-4.1845, -2.0200, -3.9071)  -0.7020
Br (-6.8316, 1.0839, -3.4420)  -0.2101
F (-0.6235, -1.9134, 1.9239)  -0.0595
H (5.2553, 4.4044, 8.6985)  0.5344
F (2.1395, 1.0937, 2.6304)  -0.2584
H (-2.3228, 1.0363, -1.3449)  0.6408
H (0.2045, 1.8417, -3.4556)  1.1141
H (-0.6933, 2.2093, -0.9401)  0.4906
C (0.2425, -6.2080, -3.4899)  0.1927
H (-2.2273, -5.5157, -4.1260)  0.0473
H (5.4819, 6.7547, 2.7379)  0.2613
O (2.8282, 4.3139, 8.1664)  -0.6638
O (-4.8620, 2.2358, -1.4754)  -0.5229
H (-0.6488, -3.5400, -1.0538)  0.6392
H (-0.9391, -7.5273, -2.2498)  0.4506
C (0.3371, -1.8275, -1.8828)  -0.8745
N (2.0870, 3.9362, 6.0831)  -0.0926
H (-0.3423, -2.5249, -4.1163)  -0.9426
C (7.4072, 4.2488, 8.6254)  0.6047
C (2.8211, 3.6000, 7.1776)  0.7767
H (-5.7090, -1.4059, -2.2146)  0.3501
O (-10.2802, -0.7247, -5.0531)  -0.6437
O (1.6395, -2.4032, -4.4057)  -0.5312
H (5.9862, 4.5844, 7.0967)  0.1095
C (-7.8361, -0.4709, -7.7067)  -0.8666
F (2.0812, 0.6065, -0.5835)  -0.2508
H (4.3518, 2.3472, 6.3012)  0.3705
F (1.0428, -0.1542, 4.4305)  -0.2871
H (-0.1035, -0.4759, -6.1941)  0.6654
H (2.2413, -5.4516, -3.3024)  0.2539
H (-5.9225, -2.0508, 0.4362)  0.3620
F (1.9610, 2.6238, 0.1749)  -0.3542
H (-5.8880, -0.1659, -0.9670)  0.3563
C (1.2077, 1.5643, -0.2169)  1.5380
H (-10.1555, -2.2841, -7.7372)  0.3524
C (-5.2555, -0.9830, -1.3176)  -0.3494
C (1.9666, 3.2160, 4.8327)  -0.7053
H (-0.0602, -3.7897, -2.7097)  -0.7902
H (1.0622, -1.6182, -2.6761)  0.5869
F (0.8391, -2.5242, 3.4100)  -0.3114
H (1.5330, -3.7207, -0.1206)  0.0711
H (0.0652, -5.3005, -4.0808)  -0.6387
H (8.6188, 4.0422, 10.1922)  0.2406
H (8.7283, 6.0308, 6.1188)  0.2019
H (1.1136, 0.5324, -2.7492)  0.2506
H (1.5736, 4.7971, 6.1913)  0.2384
O (-3.9474, -0.4643, -1.6242)  0.2191
C (0.1991, 1.1196, -2.6346)  -1.6629
C (-1.1465, -0.0436, -4.4110)  0.5610
C (-5.0730, -2.0524, -0.2524)  -1.0129
C (0.3395, -2.1230, -4.8706)  0.9568
H (-4.9958, -3.0482, -0.6928)  0.2210
F (-0.6665, 0.4207, 0.6775)  -0.1356
H (6.0523, 5.5309, 10.5149)  0.2960
H (2.3372, -3.5573, -1.6745)  0.4786
C (0.3070, -0.2316, 3.3192)  0.8962
H (2.4429, -5.8387, -0.7731)  0.4679
H (8.9294, 6.2312, 4.3696)  0.4835
C (6.9761, 5.1545, 10.9417)  -0.8037
S (-3.7318, -0.7183, -4.2595)  1.6819
C (0.2883, 1.9933, -1.3628)  -2.2291
H (-7.5285, 0.5296, -8.0159)  0.2753
C (-1.0464, 0.2160, -2.8746)  2.6437
H (-2.4199, -7.2811, -4.1312)  0.3748
C (7.3712, 7.4237, 5.2783)  0.8244
H (-4.1738, -1.8447, 0.3347)  0.0747
H (2.5749, 2.3191, 4.8624)  0.1952
C (3.6186, 2.3162, 7.1082)  -1.3720
H (-3.5373, -5.2818, -2.1017)  0.1324
F (-1.4414, -3.3867, 4.2269)  -0.2408
H (-10.7432, -0.6627, -8.1245)  0.3563
C (8.2015, 6.1653, 5.1792)  -1.3217
C (6.5098, 7.0702, 2.9288)  -0.7976
H (-11.6089, -1.6562, -6.9364)  0.2921
H (7.5402, 6.0027, 11.3333)  0.2788
F (-1.0079, -2.5830, -6.7959)  -0.2274
C (1.1950, 0.2952, 2.1264)  0.0299
H (2.2830, -1.9746, -4.9878)  0.4849
H (-1.4823, -0.9739, -1.1434)  0.7314
F (-0.0001, -4.2447, -5.8785)  -0.2605
C (-1.0113, -6.5165, -2.6756)  -0.3393
C (-3.6938, 0.3362, -2.7333)  1.0041
H (-8.0603, -0.0715, -5.6421)  0.0054
H (7.1372, 6.1847, 2.9387)  0.3086
Cl (-1.4867, 1.5235, -5.2963)  -0.1356
C (-2.3131, 0.9859, -2.4361)  -4.2335
H (0.7742, -1.4661, -0.9510)  0.1272
O (8.1530, 3.6242, 7.8864)  -0.6679
C (1.5273, -5.5176, -1.2849)  -1.0199
N (6.6190, 7.7636, 4.1931)  -0.1570

## Properties
* SMILES: CCCCCCCCCC[C@]1(CCC(F)(F)C(F)(F)C(F)(F)C(F)(F)C(F)(F)C(F)(F)F)C[C@@](OCC)(P(O)Br)S(=O)(=O)O[C@]1(Cl)C[C@H](O)C(F)(F)F.CNC(C)=O.CNC(C)=O.CNC(C)=O.CNC(C)=O
* LUMO energy: -0.1 eV
* molecular weight: 1232.3 g mol⁻¹
* 2S+1: 1
* Kohn-Sham gap: 9.19 eV